[1]
# C13H26Br2FN2O14S4

4 unconnected molecules or ions with the total composition C13H26Br2FN2O14S4 in a non-equilibrium geometry (the ωB97M-V functional and the def2-TZVPD basis, OMol25).

Last column: Mulliken charge in e.
CARTESIAN COORDINATES (ANGSTROEM)
1 C -0.85038 1.05974 -4.32489  -1.167
2 C 0.13386 2.11197 -4.83953  -0.183
3 Br 1.14837 1.41414 -6.34696  -0.082
4 C 1.00563 2.68493 -3.69530  0.247
5 Br 0.94601 4.63537 -3.67889  -0.045
6 C 2.44294 2.18280 -3.67459  -0.754
7 C 2.48771 0.66886 -3.33464  -0.341
8 N 3.64128 0.28630 -2.53587  -0.359
9 C 3.65681 0.91280 -1.21861  -1.098
10 C 2.96626 2.29898 -1.23440  0.308
11 S 3.61781 3.38636 0.08281  1.257
12 O 2.50094 3.96222 0.73530  -0.540
13 O 4.62962 2.70870 0.80071  -0.537
14 F 4.29774 4.49819 -0.80065  -0.252
15 N 3.22587 2.88734 -2.58101  0.059
16 H -1.74707 1.10027 -4.94482  0.400
17 H -0.45764 0.04975 -4.43159  0.426
18 H -1.16616 1.27607 -3.30497  0.162
19 H -0.43592 2.93383 -5.25992  0.655
20 H 0.53540 2.36961 -2.76331  -0.248
21 H 2.97489 2.40527 -4.59857  0.548
22 H 2.49519 0.09417 -4.25797  0.426
23 H 1.58289 0.35595 -2.80230  0.088
24 H 4.50729 0.46403 -3.03107  0.386
25 H 4.69841 1.05818 -0.92999  0.556
26 H 3.18727 0.27983 -0.46488  0.267
27 H 1.89465 2.28023 -1.05432  -0.145
28 H 3.06838 3.90321 -2.61904  0.413
29 H 4.21924 2.74143 -2.77894  0.437
30 C -0.24652 0.89784 0.47883  0.061
31 C 0.27213 -0.41149 1.02941  -0.319
32 O -0.67994 -1.37527 0.57469  -0.055
33 S -1.25815 -0.97474 -0.83570  0.981
34 O -0.56392 -1.65151 -1.87648  -0.594
35 O -2.67299 -0.97863 -0.76614  -0.573
36 O -0.74510 0.56766 -0.83521  -0.368
37 H -1.07315 1.28072 1.07841  0.269
38 H 0.52694 1.65949 0.40299  0.220
39 H 0.31351 -0.42501 2.11446  0.404
40 H 1.25249 -0.67753 0.62255  0.094
41 C -0.63308 -5.13908 4.62908  -0.343
42 C 0.88037 -5.12746 4.70394  -0.385
43 O 1.27609 -4.38156 3.53881  -0.312
44 S 0.19403 -3.25566 3.22533  1.269
45 O 0.62857 -2.01510 3.77250  -0.629
46 O -0.18322 -3.35085 1.86195  -0.530
47 O -0.96818 -3.82711 4.14631  -0.257
48 H -0.99731 -5.87482 3.91073  0.294
49 H -1.10474 -5.30455 5.59320  0.306
50 H 1.31736 -6.12072 4.66836  0.317
51 H 1.23729 -4.60043 5.59011  0.303
52 C -6.10797 -0.00933 2.36584  -0.319
53 C -5.92001 -1.45794 2.77143  -0.337
54 O -4.50471 -1.57428 3.00498  -0.281
55 S -3.94523 -0.20282 3.58060  0.969
56 O -3.84391 -0.29384 4.99128  -0.563
57 O -2.85516 0.24053 2.78096  -0.355
58 O -5.19719 0.71551 3.20945  -0.333
59 H -5.82173 0.15591 1.32579  0.249
60 H -7.12056 0.34818 2.52912  0.317
61 H -6.22061 -2.15949 1.99921  0.329
62 H -6.44267 -1.68715 3.70143  0.288

Computed properties:
largest force on an atom	1.18	eV Å⁻¹
net charge	+1
HOMO-LUMO gap	0.355	hartree
LUMO	-0.116	Eh
electronic energy	-231681.4127	eV

***

[2]
# C29H26Cl2N6O4PdS4

A molecular structure, C29H26Cl2N6O4PdS4 in a non-equilibrium geometry (the ωB97M-V functional and the def2-TZVPD basis, OMol25).

Last column: Mulliken charge in e.
CARTESIAN COORDINATES (ANGSTROEM)
1 Pd 18.31977 18.58113 8.53356  -0.461
2 Cl 15.65492 21.62843 8.87489  -0.240
3 C 15.14796 20.26646 9.86739  0.682
4 C 13.88232 19.83978 9.71285  -0.990
5 C 13.57234 18.63244 10.39299  -0.167
6 C 14.50559 18.01236 11.19883  -0.500
7 C 15.86320 18.37665 11.28252  0.427
8 Cl 17.06276 17.57864 12.26528  -0.200
9 C 16.25957 19.61516 10.58493  -0.463
10 S 17.93437 19.95334 10.49483  -0.401
11 H 13.36369 20.29181 9.00487  0.580
12 H 12.59842 18.09134 10.50897  0.255
13 H 14.07054 17.19234 11.77249  0.335
14 C 14.74375 15.34419 6.02206  -1.079
15 C 15.15308 16.74479 6.49478  -0.525
16 C 15.69007 16.77019 7.90301  -0.327
17 N 16.84978 15.92456 8.21461  0.092
18 C 18.19379 16.46219 8.12320  0.068
19 S 18.87539 17.14819 6.73623  -0.279
20 N 19.00514 15.89516 9.16203  0.080
21 C 20.07994 15.08814 8.86337  0.034
22 O 20.90744 14.83967 9.77003  -0.736
23 C 20.11265 14.43950 7.56362  0.635
24 C 18.98926 14.12354 6.74206  -0.329
25 C 19.20454 13.51720 5.51626  -0.446
26 C 20.50778 13.16980 5.13026  -0.719
27 C 21.51270 13.45852 5.93890  -0.491
28 C 21.35449 14.05171 7.17887  -0.556
29 H 14.30756 15.42892 5.04057  0.422
30 H 13.99221 14.94355 6.76314  0.200
31 H 15.53962 14.56062 6.06221  0.173
32 H 14.24197 17.35018 6.56470  0.357
33 H 15.95251 17.26120 5.86726  0.288
34 H 14.89084 16.39836 8.55476  0.622
35 H 15.74814 17.83541 8.19923  -0.261
36 H 16.73946 15.54782 9.13078  0.354
37 H 19.03859 16.34333 10.04274  0.205
38 H 18.02287 14.27351 7.11330  0.641
39 H 18.38575 13.22495 4.93315  0.464
40 H 20.53295 12.59492 4.25049  0.408
41 H 22.46183 13.13601 5.65984  0.403
42 H 22.16036 14.24936 7.87480  0.442
43 S 12.58502 6.02756 6.91596  -0.075
44 C 11.18118 5.23628 6.42359  0.240
45 C 11.07033 5.26628 5.07572  -0.696
46 N 12.08707 5.93154 4.40266  -0.554
47 C 13.01198 6.37577 5.22201  -0.058
48 H 10.48323 4.86411 7.20662  0.334
49 H 10.33952 4.80316 4.39725  0.394
50 H 13.88502 6.85792 4.84016  0.430
51 O 8.26902 5.20809 10.78125  -0.697
52 S 8.98122 5.51593 9.58969  1.190
53 O 8.45900 5.07279 8.35643  -0.682
54 O 10.45730 5.30415 9.74022  -0.704
55 C 8.83591 7.35242 9.46077  0.087
56 N 8.12024 7.94176 10.41172  -0.482
57 C 8.24058 9.25506 10.42382  -0.342
58 C 8.95508 10.00040 9.48577  -0.775
59 C 9.56573 9.24208 8.51933  0.256
60 N 9.48503 7.91533 8.48007  -0.154
61 C 10.20738 9.91800 7.33323  1.045
62 C 10.81576 11.17405 7.41148  -0.551
63 C 11.38122 11.75146 6.29741  -0.347
64 N 11.33752 11.23424 5.07929  -0.635
65 C 10.62658 10.13290 4.98190  -0.275
66 C 10.07266 9.45513 6.06436  -0.175
67 H 7.67794 9.76620 11.19945  0.409
68 H 9.13301 11.06348 9.52029  0.346
69 H 10.96224 11.69947 8.33224  0.344
70 H 11.96243 12.63705 6.33686  0.516
71 H 10.55045 9.66255 3.97653  0.358
72 H 9.52739 8.45274 5.92627  0.259

Computed properties:
largest force on an atom	5.29	eV Å⁻¹
net charge	-2
HOMO-LUMO gap	0.257	hartree
LUMO	0.133	Eh
electronic energy	-119493.3198	eV
energy relative to the best compared isomer or geometry (same formula, charge and spin)	1.297	eV

***

[3]
# C25H42N5O7

4 unconnected molecules or ions with the total composition C25H42N5O7 in a non-equilibrium geometry (the ωB97M-V functional and the def2-TZVPD basis, OMol25).

Last column: Mulliken charge in e.
CARTESIAN COORDINATES (ANGSTROEM)
1 C -1.59404 -1.91557 1.20544  -1.100
2 C -0.57267 -1.44020 0.11893  1.094
3 C 0.12372 -2.49017 -0.64913  -0.668
4 C 1.05740 -2.07608 -1.68430  -0.087
5 C 1.31831 -0.65679 -1.96405  -0.978
6 C 0.64118 0.34278 -1.16199  -0.425
7 C -0.31163 -0.03526 -0.11773  0.738
8 C -0.98209 1.13764 0.69095  -0.030
9 N -1.63192 2.04654 -0.26950  0.320
10 C -2.92053 2.09956 -0.50478  0.251
11 N -3.81864 1.23687 0.16978  -0.171
12 C -5.02947 1.57395 -0.37185  0.322
13 C -6.23137 0.74207 0.16418  -0.555
14 C -5.64929 -0.67373 0.60391  -0.388
15 C -6.76217 -1.75336 0.74410  0.333
16 N -6.29904 -3.11056 0.94888  -0.529
17 O -7.95344 -1.54973 0.67683  -0.564
18 N -4.96733 2.58621 -1.30541  -0.264
19 N -3.64166 2.88049 -1.36405  0.006
20 H -1.11376 -2.08042 2.20660  0.242
21 H -2.00714 -2.89702 0.83899  0.410
22 H -2.48190 -1.22758 1.29392  -0.041
23 H -0.05355 -3.57232 -0.47631  0.390
24 H 1.59677 -2.82840 -2.30555  0.078
25 H 2.01213 -0.33498 -2.77137  0.443
26 H 0.83488 1.42799 -1.33830  0.142
27 H -0.20438 1.65567 1.31329  -0.855
28 H -1.68839 0.66293 1.40966  0.429
29 H -1.00451 2.67529 -0.79913  0.162
30 H -6.59307 1.28075 1.08578  0.295
31 H -7.08968 0.65109 -0.54227  0.397
32 H -4.92868 -1.05226 -0.17421  0.319
33 H -5.12804 -0.50330 1.58274  0.268
34 H -5.68018 -3.30272 0.15070  0.242
35 H -7.11226 -3.73459 0.91496  0.317
36 H -5.75364 2.98273 -1.80962  0.244
37 H -3.18911 3.56652 -1.96312  0.263
38 O 2.67957 -3.06700 -4.41747  -0.576
39 C 2.89620 -4.25133 -4.48888  0.787
40 O 2.25239 -4.99321 -5.40312  -0.354
41 C 2.56229 -6.36259 -5.69485  -0.394
42 C 1.85107 -7.30002 -4.74063  -0.944
43 C 3.81160 -4.93275 -3.50419  -1.031
44 H 3.64174 -6.52400 -5.71517  0.353
45 H 2.20498 -6.54363 -6.70912  0.307
46 H 2.16874 -7.14026 -3.70882  0.268
47 H 2.04816 -8.34005 -5.00538  0.353
48 H 0.77375 -7.12717 -4.77138  0.297
49 H 3.25524 -5.15221 -2.59194  0.264
50 H 4.63020 -4.25253 -3.27003  0.329
51 H 4.26732 -5.84475 -3.88240  0.371
52 O 0.06441 4.25350 -0.98299  -0.662
53 C 1.07012 4.58756 -0.38709  0.504
54 O 1.81737 5.57799 -0.86412  -0.382
55 C 2.91863 6.17440 -0.15727  -0.393
56 C 4.19537 5.38856 -0.37177  -0.939
57 C 1.53418 3.83698 0.83015  -0.765
58 H 2.67934 6.30729 0.89921  0.393
59 H 3.03803 7.17470 -0.57377  0.304
60 H 4.11238 4.37225 0.01732  0.256
61 H 5.03522 5.87951 0.12160  0.354
62 H 4.41430 5.30318 -1.43760  0.307
63 H 2.09008 2.95201 0.51434  0.259
64 H 0.65811 3.52735 1.39845  0.177
65 H 2.14341 4.42940 1.50766  0.489
66 O 1.97897 4.18598 5.04860  -0.566
67 C 2.22096 3.01035 4.98091  0.734
68 O 1.55347 2.24141 4.09579  -0.324
69 C 1.87877 0.87628 3.79903  -0.123
70 C 1.22817 -0.06886 4.78808  -1.132
71 C 3.19152 2.35981 5.93170  -1.006
72 H 2.95949 0.73643 3.73366  0.364
73 H 1.48149 0.67963 2.80083  0.123
74 H 1.58586 0.10446 5.80387  0.341
75 H 1.43542 -1.10673 4.52126  0.370
76 H 0.14683 0.08182 4.80256  0.299
77 H 2.67867 2.13687 6.86776  0.272
78 H 4.00274 3.06078 6.12565  0.324
79 H 3.65263 1.45452 5.54264  0.341

Computed properties:
largest force on an atom	3.97	eV Å⁻¹
net charge	+1
HOMO-LUMO gap	0.329	hartree
LUMO	-0.080	Eh
electronic energy	-48382.8066	eV

***

[4]
# C6H16NOS

2 unconnected molecules or ions with the total composition C6H16NOS in a non-equilibrium geometry (the ωB97M-V functional and the def2-TZVPD basis, OMol25).

Last column: Mulliken charge in e.
CARTESIAN COORDINATES (ANGSTROEM)
1 C -2.26361 -0.82862 0.16085  -0.669
2 C -1.41698 -2.09174 0.15538  -0.655
3 S -1.20631 -2.90825 -1.48832  -0.661
4 C -1.59799 0.33409 -0.57807  -0.560
5 N -0.78871 1.21054 0.30961  -0.575
6 C 1.12971 1.35375 1.74696  -1.531
7 C 0.65090 0.84006 0.37611  1.332
8 C 1.45506 1.61346 -0.73109  -1.417
9 H -2.31206 -0.48013 1.20181  0.275
10 H -3.25230 -0.96110 -0.26247  0.352
11 H -0.40121 -1.85614 0.46976  0.033
12 H -1.80053 -2.82294 0.86699  0.336
13 H -2.37285 0.95273 -1.03813  0.432
14 H -0.96959 -0.03014 -1.40249  0.300
15 H -0.85928 2.14149 -0.07789  0.240
16 H 0.32595 1.14584 2.45334  0.433
17 H 2.06761 0.85334 2.02759  0.323
18 H 1.39858 2.40777 1.73925  0.350
19 H 0.66136 -0.23446 0.24093  -0.339
20 H 2.30137 2.08085 -0.27262  0.456
21 H 1.77956 0.95682 -1.52739  0.326
22 H 0.78947 2.38558 -1.09926  0.309
23 H 1.53417 -2.23238 -1.40217  0.286
24 H 2.69526 -1.92679 -0.46835  0.294
25 O 2.45241 -1.90365 -1.40032  -0.671

Computed properties:
largest force on an atom	2.33	eV Å⁻¹
net charge	-1
HOMO-LUMO gap	0.221	hartree
LUMO	0.124	Eh
electronic energy	-20854.9824	eV
energy relative to the best compared isomer or geometry (same formula, charge and spin)	0.000	eV